1.
{
  "formula": "C5H10O4",
  "method": "the ωB97M-V functional and the def2-TZVPD basis",
  "total_energy_ha": -497.3717,
  "orbital_gap_ha": 0.3814,
  "charge": 0,
  "smiles": "C[C@@](O)(CO)C(=O)CO",
  "multiplicity": 1,
  "elements": ["C", "C", "C", "O", "C", "O", "C", "O", "H", "H", "H", "H", "H", "H", "H", "H", "O", "H", "H"],
  "positions_angstrom": [[-2.955810, 0.862203, 1.401936], [-1.635544, 0.466032, 0.743592], [-0.910826, -0.550357, 1.616143], [0.284867, 0.176992, 1.581764], [-1.909196, -0.175952, -0.616233], [-3.019688, -0.555043, -0.927267], [-0.764876, -0.408746, -1.570396], [-1.182795, -1.066713, -2.726639], [-3.623892, -0.001971, 1.501216], [-2.760361, 1.283207, 2.397409], [-3.480437, 1.616038, 0.800300], [-1.358041, -0.618843, 2.619700], [-0.776036, -1.523043, 1.129524], [-0.312930, 0.570205, -1.805548], [0.012886, -0.987920, -1.043901], [-2.148929, -1.002442, -2.760405], [-0.795075, 1.889297, 0.413016], [0.349455, 1.237259, 1.180204], [-0.911851, 2.467802, 1.172187]],
  "atomic_forces_ev_per_a": [[0.10, 0.89, -0.36], [-2.88, 1.39, -0.93], [1.22, 3.13, -1.05], [4.22, 0.85, 1.26], [-0.01, 0.37, -0.51], [0.31, 0.24, 0.38], [0.39, 0.33, 0.21], [0.03, -0.08, -0.12], [0.36, 0.10, -0.03], [-0.03, -0.15, -0.16], [0.07, -0.21, 0.17], [0.19, -0.15, -0.26], [-0.15, 0.06, 0.20], [-0.09, -0.16, 0.11], [-0.16, 0.10, -0.18], [0.05, -0.09, 0.12], [-1.50, -2.51, 0.06], [-1.48, -4.26, 0.87], [-0.64, 0.14, 0.21]]
}

=====

2.
{
  "formula": "C5H10O4S2",
  "method": "the ωB97M-V functional and the def2-TZVPD basis",
  "total_energy_ha": -1293.6646,
  "orbital_gap_ha": 0.3348,
  "charge": 0,
  "multiplicity": 1,
  "elements": ["C", "C", "C", "C", "C", "O", "O", "O", "O", "S", "S", "H", "H", "H", "H", "H", "H", "H", "H", "H", "H"],
  "positions_angstrom": [[0.702714, -1.546624, 0.046975], [1.809861, -1.342148, -0.925811], [0.453470, -0.813516, -1.201067], [0.156253, 1.912782, 2.132024], [-2.416107, -0.744475, -0.502389], [2.105828, 2.534325, -0.164707], [0.432084, 0.699005, -1.156088], [-0.194531, 2.352882, 0.783375], [-1.969543, -1.667288, -1.471928], [0.720795, 2.403691, -0.550551], [-0.723965, -1.325852, -2.440062], [0.125639, -2.463376, 0.210690], [0.977670, -1.084067, 1.009805], [2.589737, -0.705274, -0.709362], [2.067351, -2.220100, -1.450932], [1.153801, 2.352640, 2.425227], [0.202129, 0.848729, 2.023815], [-0.744814, 1.938450, 2.740475], [-3.469093, -0.638135, -0.500511], [-2.073853, 0.320243, -0.776100], [-1.905425, -0.811895, 0.477124]],
  "atomic_forces_ev_per_a": [[-0.19, -0.28, 2.13], [-1.48, -2.58, -1.29], [0.39, 3.53, 0.11], [0.96, -0.56, -1.51], [2.26, 3.47, -0.42], [-0.52, 0.03, -0.06], [-0.23, 1.47, -0.03], [-0.31, 0.87, -0.18], [-1.17, -1.07, 0.74], [-0.07, -3.56, 0.87], [1.30, 0.36, 0.57], [0.67, -0.01, -0.42], [-0.95, 0.38, -0.60], [1.25, 1.46, 0.54], [0.54, -0.71, -0.81], [-1.52, -0.35, 0.17], [0.94, -0.93, 0.03], [0.25, 1.38, 0.21], [-1.10, -0.74, 0.32], [-0.38, -1.33, -0.06], [-0.64, -0.83, -0.31]]
}

=====

3.
{
  "formula": "C5H10O5",
  "method": "the ωB97M-V functional and the def2-TZVPD basis",
  "total_energy_ha": -572.6699,
  "orbital_gap_ha": 0.4024,
  "charge": 0,
  "multiplicity": 1,
  "elements": ["C", "C", "O", "O", "O", "H", "H", "H", "H", "H", "H", "C", "C", "C", "O", "O", "H", "H", "H", "H"],
  "positions_angstrom": [[1.619922, 1.164326, -0.203528], [2.312876, 0.074760, 0.547862], [2.451505, 1.906789, -0.953892], [0.543191, 1.754181, 0.263606], [0.472246, 0.205618, -1.317902], [1.979255, 2.724519, -1.175284], [-0.025803, 1.101039, -0.537136], [0.560525, 0.419559, -2.255752], [2.810312, 0.533820, 1.406229], [1.579468, -0.647804, 0.893430], [3.058865, -0.410842, -0.077780], [-1.479629, -1.708818, 0.108700], [-1.936159, -0.461363, 0.764246], [-3.082002, 0.112283, 0.414505], [-0.345258, -2.183177, 0.690466], [-2.022862, -2.273831, -0.808666], [-0.084413, -2.973266, 0.193051], [-1.287219, -0.038631, 1.519923], [-3.705562, -0.326905, -0.355282], [-3.419256, 1.027742, 0.883205]],
  "atomic_forces_ev_per_a": [[-0.19, 0.06, -0.20], [-0.03, 0.01, -0.04], [-0.22, -0.15, 0.11], [0.19, -0.07, -0.07], [0.26, 0.17, 0.16], [-0.01, -0.07, 0.04], [0.08, -0.01, -0.05], [-0.01, 0.02, 0.09], [-0.03, 0.00, -0.05], [0.02, 0.03, 0.00], [-0.03, 0.03, 0.01], [0.02, -0.30, -0.20], [-0.19, 0.17, -0.03], [0.17, -0.13, 0.02], [-0.21, 0.05, -0.13], [0.20, 0.19, 0.32], [-0.08, 0.05, 0.00], [-0.02, -0.01, 0.00], [0.04, -0.02, 0.02], [0.03, -0.03, 0.00]]
}

=====

4.
{
  "formula": "C5H10OS",
  "method": "the ωB97M-V functional and the def2-TZVPD basis",
  "total_energy_ha": -669.8925,
  "orbital_gap_ha": 0.3462,
  "charge": 0,
  "multiplicity": 1,
  "elements": ["C", "C", "C", "C", "C", "H", "H", "H", "H", "H", "H", "H", "H", "H", "H", "O", "S"],
  "positions_angstrom": [[0.945497, 1.724262, -0.481144], [1.042003, 0.308258, 0.252113], [0.230055, -1.827098, 0.430376], [-0.238360, -0.380308, 0.699484], [-1.564342, -0.022266, 0.017599], [0.252774, 1.793318, -1.299888], [0.767099, 2.470818, 0.350941], [1.933066, 1.956417, -0.813060], [1.838029, 0.349904, 1.027212], [-0.445329, -2.563894, -0.043976], [0.810438, -2.231986, 1.313338], [-0.449468, -0.095052, 1.701314], [-2.377641, -0.253148, 0.703003], [-1.596033, 1.090583, -0.121981], [-0.968060, -0.394505, -1.737712], [-1.694907, -0.699330, -1.222674], [1.515187, -1.225965, -0.774951]],
  "atomic_forces_ev_per_a": [[0.54, -1.10, 2.80], [0.69, 0.78, -1.92], [1.15, -0.38, 0.54], [-0.55, -0.11, 0.04], [1.03, 0.84, -0.55], [-0.41, -0.04, -0.13], [-0.32, -0.60, -1.08], [0.69, 0.17, -0.55], [-0.83, 0.17, -0.26], [0.20, 0.58, 0.61], [-0.97, 0.16, -0.93], [0.06, -0.26, 1.42], [-0.16, -0.45, -0.37], [-0.08, -0.72, 0.06], [0.95, 0.11, -0.91], [-1.46, 0.07, 0.86], [-0.53, 0.76, 0.37]]
}

=====

5.
{
  "formula": "C5H10OS",
  "method": "the ωB97M-V functional and the def2-TZVPD basis",
  "total_energy_ha": -669.8959,
  "orbital_gap_ha": 0.3576,
  "charge": 0,
  "smiles": "CSCCCC=O",
  "multiplicity": 1,
  "elements": ["O", "C", "C", "C", "C", "S", "C", "H", "H", "H", "H", "H", "H", "H", "H", "H", "H"],
  "positions_angstrom": [[2.892780, -2.169131, -1.569174], [2.215554, -1.843637, -0.638828], [1.629499, -0.394082, -0.506275], [0.233646, -0.495695, 0.093559], [-0.087920, 0.702092, 1.043948], [-0.943759, 2.046492, 0.124182], [-2.608751, 1.394400, -0.058495], [2.163266, -2.537927, 0.231566], [1.473591, -0.189191, -1.566593], [2.322541, 0.290381, -0.030041], [-0.491947, -0.370767, -0.713474], [0.034822, -1.436666, 0.614197], [-0.652844, 0.313945, 1.900496], [0.816066, 1.050671, 1.556658], [-2.640026, 0.356970, -0.435895], [-3.237992, 1.349458, 0.816950], [-3.118525, 1.932689, -0.862785]],
  "atomic_forces_ev_per_a": [[-0.14, -0.29, -0.59], [1.17, 1.40, 1.00], [-0.76, -2.67, -1.32], [-0.45, 1.57, 0.78], [-0.25, -1.01, 0.14], [0.33, -0.04, 0.74], [-0.35, -1.25, -0.90], [-0.58, 0.17, -0.06], [0.55, 0.78, 0.09], [0.08, -0.04, 0.10], [0.04, -0.59, 0.03], [0.21, -0.01, -0.07], [-0.55, 0.39, -0.32], [-0.05, 0.47, -0.58], [0.50, 0.22, 0.08], [0.06, 0.54, 0.52], [0.18, 0.35, 0.32]]
}

=====

6.
{
  "formula": "C5H10OS",
  "method": "the ωB97M-V functional and the def2-TZVPD basis",
  "total_energy_ha": -669.8372,
  "orbital_gap_ha": [0.3071, 0.2852],
  "charge": 0,
  "multiplicity": 1,
  "elements": ["C", "C", "C", "C", "C", "O", "S", "H", "H", "H", "H", "H", "H", "H", "H", "H", "H"],
  "positions_angstrom": [[-1.124219, -0.637548, 0.248207], [1.956076, -1.152672, -0.073100], [1.376062, 1.342728, 0.024199], [-3.786395, 0.073059, -0.053947], [1.331292, -0.010379, 0.637290], [-1.393375, -1.793302, 0.158924], [-2.103270, 0.757269, 0.190162], [1.637274, -1.184420, -1.114840], [1.703869, -2.097600, 0.400774], [3.047565, -1.051006, -0.068515], [1.201048, 1.293305, -1.047892], [2.365932, 1.789831, 0.178720], [0.645735, 2.008738, 0.473539], [-3.934684, -0.132405, -1.108782], [-4.492108, 0.816256, 0.294876], [-3.866923, -0.840343, 0.527857], [1.275710, -0.058185, 1.714835]],
  "atomic_forces_ev_per_a": [[2.17, -0.75, 0.40], [0.00, 0.00, 0.06], [0.20, -0.01, 0.11], [0.55, -0.04, -0.05], [-2.09, -0.34, -0.48], [-0.07, 0.48, -0.04], [-0.63, 0.57, 0.00], [0.02, -0.02, -0.04], [-0.01, -0.10, -0.01], [0.09, -0.04, 0.01], [-0.03, 0.03, -0.10], [0.06, 0.08, -0.04], [-0.05, 0.13, 0.03], [-0.10, -0.04, -0.02], [-0.09, 0.09, 0.05], [-0.07, -0.02, 0.00], [0.06, -0.01, 0.12]]
}

=====

7.
{
  "formula": "C5H10OS",
  "method": "the ωB97M-V functional and the def2-TZVPD basis",
  "total_energy_ha": -669.8027,
  "orbital_gap_ha": 0.3281,
  "charge": 0,
  "smiles": "CO/C(C)=C\\SC",
  "multiplicity": 1,
  "elements": ["C", "C", "C", "C", "C", "H", "H", "H", "H", "H", "H", "H", "H", "H", "H", "O", "S"],
  "positions_angstrom": [[-1.911517, -0.648860, -2.379567], [-1.236895, 0.983001, 0.051406], [0.004656, 0.740766, 0.472044], [0.346475, 0.573147, 1.913767], [2.255024, -0.421476, 0.305789], [-0.880360, -1.042432, -2.498205], [-2.176767, -0.678848, -3.442185], [-2.466754, -1.518862, -1.773989], [-2.007837, 1.239888, 0.732937], [1.509727, 0.867057, 2.432893], [-0.289820, 1.158128, 2.567710], [0.072725, -0.600399, 2.078728], [3.003217, -0.773493, -0.449167], [2.563721, 0.435403, 0.982769], [2.159062, -1.331567, 1.055016], [0.989411, 0.068588, -0.355665], [-1.934066, 0.949960, -1.694280]],
  "atomic_forces_ev_per_a": [[0.86, -4.19, 0.77], [0.08, -0.45, -2.54], [2.27, -2.49, -0.58], [1.50, -1.38, 2.74], [-0.82, 0.19, 1.58], [-0.24, 0.29, 0.55], [-0.80, 0.58, 0.38], [0.81, 2.11, -1.37], [-0.23, 0.47, 0.63], [-3.54, -1.05, -2.10], [-0.43, -0.05, -0.10], [1.12, 2.79, 0.16], [-1.00, 0.94, 0.33], [0.48, -1.22, -1.40], [-0.54, 1.64, -1.62], [0.13, 0.10, 0.98], [0.34, 1.71, 1.58]]
}

=====

Which formula does entry 5 have?
C5H10OS